A cluster of 13 separate species, C56H70F32O22 in total in a non-equilibrium geometry. Source: OMol25; level of theory: ωB97M-V/def2-TZVPD.

Bonds (Å) are listed after each position.
Element x y z (Å)
1 O -7.069 0.021 0.697  C2 1.251
2 C -6.246 -0.692 0.082  O1 1.251, O3 1.352, C6 1.568
3 O -5.376 -1.447 0.789  C2 1.352, C4 1.419
4 C -4.829 -2.443 -0.060  O3 1.419, C5 1.520, H7 1.090, H8 1.090
5 C -5.708 -2.522 -1.297  C4 1.520, C6 1.476, H9 1.090, H10 1.090
6 C -6.224 -1.144 -1.419  C2 1.568, C5 1.476, H11 1.090, H12 1.090
7 H -4.742 -3.392 0.471  C4 1.090
8 H -3.773 -2.203 -0.186  C4 1.090
9 H -6.500 -3.245 -1.099  C5 1.090
10 H -5.281 -2.859 -2.241  C5 1.090
11 H -7.293 -1.124 -1.630  C6 1.090
12 H -5.631 -0.412 -1.968  C6 1.090
13 O -2.390 0.586 5.375  C14 1.208
14 C -1.513 0.471 6.199  O13 1.208, O15 1.371, C18 1.440
15 O -1.483 -0.593 7.062  C14 1.371, C16 1.396
16 C -0.679 -0.241 8.146  O15 1.396, C17 1.487, H19 1.090, H20 1.090
17 C 0.247 0.871 7.801  C16 1.487, C18 1.575, H21 1.090, H22 1.090
18 C -0.466 1.410 6.504  C14 1.440, C17 1.575, H23 1.090, H24 1.090
19 H -0.008 -1.002 8.545  C16 1.090
20 H -1.271 0.208 8.944  C16 1.090
21 H 1.250 0.572 7.498  C17 1.090
22 H 0.256 1.635 8.578  C17 1.090
23 H 0.175 1.410 5.622  C18 1.090
24 H -1.021 2.330 6.685  C18 1.090
25 O -4.293 2.961 4.425  C26 1.183
26 C -4.561 3.110 3.283  O25 1.183, O27 1.376, C30 1.547
27 O -4.537 4.369 2.729  C26 1.376, C28 1.456
28 C -4.838 4.305 1.306  O27 1.456, C29 1.509, H31 1.090, H32 1.090
29 C -4.572 2.860 0.959  C28 1.509, C30 1.492, H33 1.090, H34 1.090
30 C -4.727 2.029 2.188  C26 1.547, C29 1.492, H35 1.090, H36 1.090
31 H -4.277 5.058 0.753  C28 1.090
32 H -5.838 4.705 1.140  C28 1.090
33 H -3.545 2.765 0.606  C29 1.090
34 H -5.229 2.507 0.164  C29 1.090
35 H -3.865 1.366 2.251  C30 1.090
36 H -5.706 1.550 2.194  C30 1.090
37 O -1.767 3.767 -0.803  C38 1.253
38 C -1.493 4.641 0.052  O37 1.253, O39 1.384, C42 1.526
39 O -1.060 4.284 1.317  C38 1.384, C40 1.426
40 C -0.956 5.459 2.119  O39 1.426, C41 1.556, H43 1.090, H44 1.090
41 C -0.399 6.396 1.008  C40 1.556, C42 1.551, H45 1.090, H46 1.090
42 C -1.383 6.147 -0.165  C38 1.526, C41 1.551, H47 1.090, H48 1.090
43 H -0.302 5.165 2.940  C40 1.090
44 H -1.927 5.787 2.489  C40 1.090
45 H 0.624 6.107 0.767  C41 1.090
46 H -0.435 7.439 1.321  C41 1.090
47 H -1.166 6.436 -1.194  C42 1.090
48 H -2.347 6.533 0.166  C42 1.090
49 O 2.774 -1.198 0.578  C50 1.217
50 C 3.918 -1.411 0.220  O49 1.217, O51 1.346, C54 1.555
51 O 4.998 -0.757 0.689  C50 1.346, C52 1.398
52 C 6.181 -1.395 0.304  O51 1.398, C53 1.569, H55 1.090, H56 1.090
53 C 5.832 -2.296 -0.932  C52 1.569, C54 1.535, H57 1.090, H58 1.090
54 C 4.314 -2.494 -0.824  C50 1.555, C53 1.535, H59 1.090, H60 1.090
55 H 6.595 -1.798 1.228  C52 1.090
56 H 6.892 -0.646 -0.043  C52 1.090
57 H 6.345 -3.258 -0.913  C53 1.090
58 H 6.033 -1.757 -1.858  C53 1.090
59 H 3.945 -3.460 -0.479  C54 1.090
60 H 3.753 -2.185 -1.706  C54 1.090
61 O 0.014 0.556 -7.176  C62 1.217
62 C -0.985 0.093 -6.657  O61 1.217, O63 1.334, C66 1.519
63 O -0.869 -0.941 -5.822  C62 1.334, C64 1.372
64 C -2.100 -1.445 -5.486  O63 1.372, C65 1.515, H67 1.090, H68 1.090
65 C -3.046 -0.987 -6.576  C64 1.515, C66 1.498, H69 1.090, H70 1.090
66 C -2.450 0.326 -6.981  C62 1.519, C65 1.498, H71 1.090, H72 1.090
67 H -2.405 -0.967 -4.555  C64 1.090
68 H -2.187 -2.532 -5.485  C64 1.090
69 H -4.014 -0.932 -6.077  C65 1.090
70 H -3.075 -1.629 -7.457  C65 1.090
71 H -2.971 1.154 -6.500  C66 1.090
72 H -2.570 0.216 -8.059  C66 1.090
73 O -3.702 3.619 -5.857  C74 1.230
74 C -3.921 3.605 -4.647  O73 1.230, O75 1.337, C78 1.578
75 O -4.407 2.527 -4.022  C74 1.337, C76 1.441
76 C -4.679 2.785 -2.631  O75 1.441, C77 1.547, H79 1.090, H80 1.090
77 C -4.722 4.322 -2.467  C76 1.547, C78 1.518, H81 1.090, H82 1.090
78 C -3.759 4.740 -3.563  C74 1.578, C77 1.518, H83 1.090, H84 1.090
79 H -3.886 2.267 -2.091  C76 1.090
80 H -5.604 2.304 -2.313  C76 1.090
81 H -4.377 4.601 -1.471  C77 1.090
82 H -5.715 4.750 -2.599  C77 1.090
83 H -2.722 4.735 -3.229  C78 1.090
84 H -3.955 5.687 -4.066  C78 1.090
85 O 5.337 1.986 -4.018  C86 1.236
86 C 4.302 1.351 -4.246  O85 1.236, O87 1.381, C90 1.525
87 O 3.039 1.907 -4.190  C86 1.381, C88 1.410
88 C 2.170 1.045 -4.890  O87 1.410, C89 1.465, H91 1.090, H92 1.090
89 C 2.728 -0.309 -4.856  C88 1.465, C90 1.506, H93 1.090, H94 1.090
90 C 4.213 -0.096 -4.721  C86 1.525, C89 1.506, H95 1.090, H96 1.090
91 H 2.114 1.461 -5.896  C88 1.090
92 H 1.175 0.979 -4.450  C88 1.090
93 H 2.432 -0.866 -5.745  C89 1.090
94 H 2.135 -0.829 -4.104  C89 1.090
95 H 4.641 -0.473 -5.650  C90 1.090
96 H 4.548 -0.818 -3.977  C90 1.090
97 O 5.773 4.037 -1.994  C98 1.223
98 C 4.621 4.124 -1.592  O97 1.223, O99 1.300, C102 1.536
99 O 4.023 5.272 -1.474  C98 1.300, C100 1.384
100 C 2.662 5.241 -1.222  O99 1.384, C101 1.554, H103 1.090, H104 1.090
101 C 2.343 3.724 -1.106  C100 1.554, C102 1.492, H105 1.090, H106 1.090
102 C 3.662 3.027 -1.105  C98 1.536, C101 1.492, H107 1.090, H108 1.090
103 H 2.087 5.637 -2.059  C100 1.090
104 H 2.316 5.792 -0.348  C100 1.090
105 H 1.753 3.281 -1.908  C101 1.090
106 H 1.838 3.534 -0.159  C101 1.090
107 H 3.672 2.207 -1.822  C102 1.090
108 H 3.907 2.665 -0.106  C102 1.090
109 C 2.060 -5.603 -2.735  C110 1.562, O116 1.445, H123 1.090, H124 1.090
110 C 2.169 -5.793 -1.188  C109 1.562, C111 1.559, F114 1.401, F115 1.334
111 C 3.501 -6.505 -0.800  C110 1.559, F112 1.344, F113 1.339, H125 1.090
112 F 3.775 -7.659 -1.429  C111 1.344
113 F 4.535 -5.701 -1.078  C111 1.339
114 F 2.074 -4.546 -0.556  C110 1.401
115 F 1.166 -6.523 -0.697  C110 1.334
116 O 1.046 -4.636 -3.086  C109 1.445, C117 1.417
117 C 0.976 -4.335 -4.469  O116 1.417, C118 1.560, F121 1.331, F122 1.341
118 C -0.316 -5.095 -4.900  C117 1.560, F119 1.356, F120 1.316, H126 1.090
119 F -0.547 -5.013 -6.233  C118 1.356
120 F -0.283 -6.381 -4.622  C118 1.316
121 F 1.045 -3.010 -4.576  C117 1.331
122 F 2.028 -4.826 -5.138  C117 1.341
123 H 1.997 -6.578 -3.219  C109 1.090
124 H 2.930 -5.029 -3.055  C109 1.090
125 H 3.567 -6.616 0.282  C111 1.090
126 H -1.186 -4.637 -4.431  C118 1.090
127 C -2.141 -6.750 0.167  C128 1.498, O134 1.390, H141 1.090, H142 1.090
128 C -2.926 -5.991 -0.859  C127 1.498, C129 1.512, F132 1.356, F133 1.330
129 C -2.133 -5.043 -1.730  C128 1.512, F130 1.369, F131 1.342, H143 1.090
130 F -2.927 -4.188 -2.446  C129 1.369
131 F -1.305 -4.299 -0.980  C129 1.342
132 F -3.563 -6.883 -1.657  C128 1.356
133 F -3.903 -5.329 -0.245  C128 1.330
134 O -3.109 -7.544 0.772  C127 1.390, C135 1.454
135 C -3.506 -7.428 2.166  O134 1.454, C136 1.552, F139 1.374, F140 1.316
136 C -4.518 -8.576 2.422  C135 1.552, F137 1.322, F138 1.290, H144 1.090
137 F -5.602 -8.536 1.666  C136 1.322
138 F -4.013 -9.746 2.221  C136 1.290
139 F -2.391 -7.708 2.920  C135 1.374
140 F -3.765 -6.184 2.511  C135 1.316
141 H -1.689 -6.153 0.960  C127 1.090
142 H -1.362 -7.352 -0.302  C127 1.090
143 H -1.532 -5.658 -2.399  C129 1.090
144 H -4.919 -8.467 3.430  C136 1.090
145 C -0.565 0.788 0.187  C146 1.492, O152 1.499, H159 1.090, H160 1.090
146 C -1.159 0.115 -1.004  C145 1.492, C147 1.613, F150 1.319, F151 1.296
147 C -0.068 -0.944 -1.542  C146 1.613, F148 1.310, F149 1.329, H161 1.090
148 F -0.536 -1.837 -2.379  C147 1.310
149 F 0.944 -0.373 -2.186  C147 1.329
150 F -2.183 -0.562 -0.521  C146 1.319
151 F -1.656 0.954 -1.857  C146 1.296
152 O 0.198 0.006 1.214  C145 1.499, C153 1.390
153 C 0.817 0.836 2.142  O152 1.390, C154 1.604, F157 1.433, F158 1.419
154 C 1.377 -0.125 3.298  C153 1.604, F155 1.338, F156 1.347, H162 1.090
155 F 2.172 0.431 4.219  C154 1.338
156 F 0.433 -0.779 4.004  C154 1.347
157 F 1.749 1.681 1.456  C153 1.433
158 F -0.199 1.583 2.793  C153 1.419
159 H -1.255 1.515 0.613  C145 1.090
160 H 0.097 1.538 -0.246  C145 1.090
161 H 0.334 -1.511 -0.703  C147 1.090
162 H 1.756 -0.980 2.739  C154 1.090
163 C 6.691 3.052 6.396  C164 1.572, O170 1.435, H177 1.090, H178 1.090
164 C 6.570 3.103 7.962  C163 1.572, C165 1.570, F168 1.367, F169 1.363
165 C 5.974 4.492 8.384  C164 1.570, F166 1.360, F167 1.345, H179 1.090
166 F 5.768 4.596 9.724  C165 1.360
167 F 6.707 5.572 8.061  C165 1.345
168 F 5.763 2.097 8.415  C164 1.367
169 F 7.761 2.931 8.604  C164 1.363
170 O 5.454 3.420 5.769  C163 1.435, C171 1.435
171 C 4.825 2.436 4.936  O170 1.435, C172 1.511, F175 1.324, F176 1.297
172 C 5.375 2.457 3.529  C171 1.511, F173 1.342, F174 1.285, H180 1.090
173 F 6.696 2.294 3.356  C172 1.342
174 F 4.741 1.662 2.744  C172 1.285
175 F 4.881 1.294 5.604  C171 1.324
176 F 3.601 2.824 4.756  C171 1.297
177 H 7.011 2.074 6.038  C163 1.090
178 H 7.553 3.604 6.020  C163 1.090
179 H 5.038 4.656 7.851  C165 1.090
180 H 5.315 3.397 2.981  C172 1.090

Summary:
Molecular weight (g/mol): 1703.09
E_tot (eV): -191207.5503
Gap between HOMO and LUMO (eV): 9.81
Energy relative to the best compared isomer or geometry (same formula, charge and spin) (kcal per mole): 96.61
HOMO energy (hartree): -0.355

Atom charges from the Löwdin analysis, given in e for atoms 1 to 4:
1 O 0.056
2 C -0.405
3 O 0.037
4 C -0.169